[1]
One molecule with the formula C4H6FN3. Source: the Open Molecules 2025 dataset; level of theory: the ωB97M-V functional and the def2-TZVPD basis.

Output
spin multiplicity = 1
energy above the lowest of the compared OMol25 structures with the same formula, charge and spin = 305.9 kJ/mol
structure (SMILES) = Cn1ncc(F)c1N
net charge = 0
lowest unoccupied orbital energy = 0.680 eV
E = -420.02712 hartree
frontier orbital gap = 8.0 eV

Each line ends with the natural charge from an NBO analysis.
Geometry (Å):
N 0.438 -1.522 -0.671  -0.36
H 2.546 0.083 -0.892  0.25
C -0.802 -1.946 -0.328  -0.14
H 1.565 1.298 -1.328  0.21
C 1.638 0.582 -0.556  -0.44
H -0.941 -3.009 -0.505  0.22
C -0.476 0.254 0.451  0.36
N 0.538 -0.207 -0.231  -0.22
H 2.073 1.099 0.315  0.21
H -1.438 1.951 1.322  0.41
F -2.938 -1.207 0.520  -0.31
N -0.581 1.523 0.973  -0.84
C -1.631 -1.142 0.384  0.25
H 0.010 2.242 0.547  0.39


[2]
A 4-piece molecular cluster, C4H15NO3 overall. Source: the Open Molecules 2025 dataset; level of theory: the ωB97M-V functional and the def2-TZVPD basis.

Output
spin multiplicity = 2
energy above the lowest of the compared OMol25 structures with the same formula, charge and spin = 31.3 kJ/mol
⟨S²⟩ = 0.751
net charge = -1
lowest unoccupied orbital energy (alpha / beta) = 3.678 / 3.603 eV
E = -441.83582 hartree
frontier orbital gap (alpha / beta) = 2.6 / 8.7 eV

Each line ends with the Mulliken spin population.
Geometry (Å):
H -2.362 1.007 3.112  -0.06
H 1.744 1.584 -0.629  0.04
N -0.067 -1.214 -1.657  0.20
H 0.869 -1.540 -1.863  -0.16
H -0.749 -1.798 -2.119  -0.05
H -0.349 2.631 -1.548  -0.09
H 3.764 -1.894 -1.277  -0.06
C -1.371 -0.917 0.377  -0.39
H -1.918 -1.383 2.348  -0.02
C -0.219 -0.983 -0.290  0.84
H -2.297 -1.101 -0.160  -0.03
O -0.008 2.150 -0.775  -0.03
C -2.256 0.753 2.058  0.34
H -1.742 1.554 1.519  -0.07
H -3.248 0.690 1.605  -0.05
H -0.461 1.292 -0.732  0.09
H 0.734 -0.841 0.207  -0.05
H 2.941 -0.576 -1.245  0.00
O 2.621 1.141 -0.642  0.66
H -0.428 -0.407 2.169  -0.05
H 3.278 1.849 -0.650  -0.20
O 2.985 -1.469 -1.645  0.13
C -1.462 -0.527 1.838  0.03